[1]
DFT (the ωB97M-V functional and the def2-TZVPD basis) results for a 19-piece molecular cluster, C57H157N5O19 overall in a non-equilibrium geometry.

Structure (ORCA input):
```
! RIJCOSX wB97M-V def2-TZVPD def2/J DEFGRID3
* xyz 0 1
C 4.658 1.439 -1.143
C 4.494 2.891 -1.528
O 3.269 3.422 -2.031
H 5.760 1.263 -1.134
H 4.311 0.860 -2.055
H 4.177 1.085 -0.226
H 5.190 3.086 -2.392
H 4.857 3.531 -0.703
H 2.687 3.348 -1.237
C -5.655 1.373 2.749
C -4.160 1.650 2.576
O -4.022 2.875 1.894
H -6.116 2.217 3.177
H -5.751 0.519 3.446
H -6.174 1.104 1.802
H -3.783 0.780 2.029
H -3.563 1.686 3.453
H -3.592 3.545 2.510
C 3.466 -2.910 -1.875
C 4.202 -3.160 -0.604
O 3.278 -3.580 0.366
H 4.047 -2.290 -2.585
H 2.571 -2.332 -1.661
H 3.155 -3.827 -2.302
H 4.545 -2.207 -0.254
H 4.987 -3.949 -0.719
H 2.633 -4.282 0.095
C 1.203 0.384 -2.707
C 0.295 -0.445 -3.555
O 0.470 -0.105 -4.945
H 2.252 0.208 -3.022
H 1.069 -0.042 -1.689
H 0.947 1.418 -2.770
H -0.696 -0.173 -3.236
H 0.671 -1.483 -3.322
H -0.109 -0.646 -5.471
C 0.734 0.286 1.722
C 1.226 -0.988 1.037
O 1.984 -1.746 1.989
H 1.538 0.867 2.196
H 0.072 -0.050 2.583
H 0.091 0.873 1.030
H 1.900 -0.719 0.204
H 0.347 -1.494 0.630
H 2.412 -2.502 1.474
C -2.135 -3.855 -0.858
C -1.718 -4.248 0.584
C -2.863 -4.089 1.594
O -3.104 -2.758 1.799
C -2.161 -2.044 2.626
N -1.213 -5.638 0.493
H -2.100 -2.783 -0.928
H -3.092 -4.293 -1.067
H -1.359 -4.286 -1.505
H -0.931 -3.622 1.013
H -2.490 -4.606 2.438
H -3.737 -4.533 1.154
H -1.357 -1.599 2.028
H -1.647 -2.783 3.263
H -2.677 -1.272 3.255
H -1.899 -6.206 0.020
H -0.973 -6.052 1.373
C 0.323 3.581 -4.473
C -1.100 3.776 -4.057
C -2.150 3.442 -5.190
O -2.035 4.110 -6.490
C -2.645 5.361 -6.565
N -1.479 2.944 -2.971
H 0.574 2.526 -4.661
H 1.004 3.919 -3.678
H 0.599 4.174 -5.351
H -1.233 4.787 -3.770
H -3.212 3.547 -4.852
H -2.096 2.408 -5.465
H -3.768 5.202 -6.558
H -2.424 5.815 -7.510
H -2.372 6.103 -5.804
H -2.442 3.265 -2.616
H -1.710 2.005 -3.426
C 3.818 2.412 6.595
C 2.294 2.550 6.578
C 1.899 3.120 5.255
O 2.660 4.285 4.937
C 2.262 5.424 5.687
N 1.593 1.298 6.711
H 4.114 1.555 5.988
H 4.081 2.171 7.618
H 4.293 3.375 6.396
H 1.928 3.197 7.403
H 0.835 3.301 5.234
H 2.175 2.351 4.576
H 2.325 6.262 5.000
H 2.893 5.497 6.518
H 1.238 5.357 5.944
H 1.945 0.660 5.964
H 1.899 0.852 7.552
C -6.841 -0.835 -2.026
C -5.398 -0.901 -2.383
C -4.587 -0.168 -1.275
O -3.180 -0.247 -1.622
C -2.358 0.431 -0.776
N -4.935 -2.311 -2.597
H -7.118 0.131 -1.600
H -7.190 -1.493 -1.232
H -7.446 -0.900 -2.914
H -5.067 -0.306 -3.257
H -4.892 -0.746 -0.325
H -4.877 0.894 -1.235
H -2.258 -0.124 0.193
H -2.731 1.402 -0.402
H -1.338 0.471 -1.210
H -5.420 -2.943 -2.001
H -3.894 -2.305 -2.419
C -3.078 -3.931 6.426
C -3.014 -2.842 7.495
C -1.871 -1.813 7.160
O -2.274 -1.139 5.954
C -1.221 -0.336 5.463
N -4.325 -2.203 7.717
H -3.640 -4.808 6.716
H -2.093 -4.287 6.342
H -3.323 -3.475 5.473
H -2.604 -3.268 8.407
H -0.919 -2.297 7.032
H -1.781 -1.104 7.957
H -0.505 -1.034 5.006
H -0.732 0.184 6.323
H -1.557 0.451 4.744
H -4.749 -2.099 6.811
H -4.308 -1.241 8.074
C -4.195 7.177 3.541
C -2.891 6.426 3.222
C -1.602 7.030 3.874
O -3.140 5.029 3.576
H -4.943 6.578 3.151
H -4.265 8.211 3.076
H -4.334 7.168 4.601
H -2.675 6.473 2.220
H -0.821 6.265 3.713
H -1.762 7.291 4.888
H -1.321 7.944 3.306
H -3.431 5.017 4.485
C 5.161 -2.020 3.874
C 4.641 -0.638 3.816
C 4.920 0.004 2.529
O 3.205 -0.563 4.104
H 6.208 -2.113 3.518
H 4.639 -2.614 3.057
H 4.945 -2.498 4.846
H 5.093 -0.178 4.633
H 5.011 -0.819 1.806
H 5.841 0.568 2.452
H 4.145 0.675 2.184
H 2.738 -1.128 3.402
C -6.220 4.217 -1.149
C -4.817 4.813 -1.199
C -4.647 5.908 -0.143
O -3.788 3.822 -1.123
H -6.294 3.469 -1.900
H -7.044 4.940 -1.262
H -6.355 3.695 -0.172
H -4.699 5.198 -2.271
H -3.601 6.131 -0.017
H -5.020 5.555 0.785
H -5.178 6.857 -0.337
H -3.662 3.522 -0.219
C 1.133 -3.610 4.586
C 1.038 -4.626 3.452
C 2.294 -5.534 3.481
O -0.165 -5.331 3.413
H 2.072 -3.142 4.397
H 1.190 -4.139 5.545
H 0.314 -2.852 4.616
H 1.058 -4.100 2.460
H 3.141 -4.865 3.223
H 2.252 -6.229 2.660
H 2.496 -5.968 4.473
H -0.235 -5.698 4.313
C 1.373 -8.021 -1.385
C 2.300 -7.083 -0.597
C 3.642 -6.861 -1.340
O 1.740 -5.708 -0.430
H 1.172 -7.565 -2.388
H 0.413 -8.164 -0.959
H 1.862 -8.971 -1.597
H 2.419 -7.436 0.415
H 4.238 -6.111 -0.822
H 3.492 -6.482 -2.357
H 4.219 -7.769 -1.419
H 0.759 -5.759 -0.344
C 1.523 4.349 1.358
C 0.299 4.301 0.451
C 0.173 5.555 -0.356
O 0.510 3.198 -0.510
H 1.279 4.937 2.200
H 2.373 4.713 0.767
H 1.795 3.357 1.768
H -0.563 4.061 1.036
H -0.744 5.542 -0.976
H 1.020 5.745 -1.017
H 0.057 6.404 0.289
H -0.248 3.111 -1.176
C -2.752 -3.673 -5.331
C -1.286 -3.353 -5.608
C -0.469 -4.439 -6.247
O -1.282 -2.145 -6.399
H -3.461 -3.914 -6.180
H -3.215 -2.759 -4.890
H -2.782 -4.514 -4.658
H -0.849 -3.048 -4.658
H 0.566 -4.162 -6.294
H -0.831 -4.579 -7.296
H -0.418 -5.361 -5.702
H -1.404 -2.424 -7.296
C 4.495 1.466 -4.752
C 5.871 1.120 -5.235
C 6.876 0.806 -4.181
O 5.816 0.015 -6.140
H 4.514 2.310 -4.076
H 3.991 0.576 -4.430
H 3.955 1.761 -5.630
H 6.212 1.936 -5.895
H 7.010 1.610 -3.528
H 7.823 0.560 -4.662
H 6.569 -0.028 -3.585
H 4.864 -0.259 -6.157
C 2.093 -0.863 -8.180
C 2.606 -1.931 -7.219
C 3.827 -2.696 -7.779
O 3.044 -1.300 -6.041
H 1.248 -1.196 -8.850
H 2.839 -0.386 -8.768
H 1.741 -0.019 -7.550
H 1.834 -2.705 -7.075
H 3.378 -3.271 -8.614
H 4.113 -3.455 -7.058
H 4.679 -2.103 -8.073
H 2.271 -0.795 -5.673
*
```

Its highest occupied orbital energy is -0.329 Eh. Its orbital gap is 9.27 eV.

---

[2]
DFT (the ωB97M-V functional and the def2-TZVPD basis) results for C26H22FN8S2Zn as an isolated structure in a non-equilibrium geometry.

Structure (ORCA input):
```
! RIJCOSX wB97M-V def2-TZVPD def2/J DEFGRID3
* xyz -1 1
Zn 12.724 16.393 6.794
N 9.788 18.751 4.630
C 10.615 18.066 5.449
S 12.144 17.539 4.821
N 10.062 17.830 6.663
N 10.911 17.124 7.479
C 10.491 16.806 8.691
C 9.147 17.163 9.192
C 8.032 17.070 8.342
C 6.814 17.591 8.727
C 6.601 18.135 9.959
C 7.658 18.162 10.856
C 8.912 17.690 10.500
C 11.416 15.929 9.428
C 11.360 15.542 10.797
C 12.355 14.743 11.302
C 13.551 14.540 10.584
C 13.520 14.902 9.238
N 12.435 15.502 8.687
H 10.079 19.206 3.794
H 8.838 18.949 4.936
H 8.201 16.657 7.321
H 5.979 17.520 8.045
H 5.573 18.524 10.285
H 7.557 18.599 11.860
H 9.729 17.762 11.162
H 10.430 15.725 11.399
H 12.239 14.365 12.305
H 14.381 14.011 10.943
H 14.324 14.701 8.542
S 11.896 12.826 5.628
C 12.837 11.602 6.139
N 12.498 10.618 7.000
N 13.360 9.657 7.218
C 13.104 8.791 8.253
C 14.071 7.885 8.746
C 13.717 7.085 9.835
C 12.549 7.303 10.588
C 11.580 8.111 10.010
C 11.838 8.912 8.930
N 14.212 11.470 5.765
N 14.885 12.539 5.936
C 16.201 12.354 6.314
C 16.878 11.216 5.765
C 18.075 10.724 6.240
C 18.519 11.351 7.439
C 18.011 12.536 7.947
C 16.824 13.059 7.374
H 14.169 9.499 6.510
H 15.157 7.903 8.351
H 14.390 6.243 10.099
H 12.354 6.817 11.552
H 10.662 8.214 10.544
H 11.081 9.619 8.564
H 16.329 10.687 5.007
H 18.706 9.911 5.792
H 19.422 10.913 7.912
H 18.596 13.111 8.703
H 16.305 13.930 7.772
F 14.428 15.798 6.673
*
```

Its highest occupied orbital energy (alpha / beta) is -0.104 / -0.104 Eh. The value obtained for the relative energy (zero: lowest compared OMol25 entry of this formula, charge and spin) is 257.8 kJ/mol. Its orbital gap (alpha / beta) is 4.27 / 4.27 eV.

---

[3]
DFT (the ωB97M-V functional and the def2-TZVPD basis) results for an isolated molecule of C6H12OSi in a non-equilibrium geometry.

Structure (ORCA input):
```
! RIJCOSX wB97M-V def2-TZVPD def2/J DEFGRID3
* xyz 0 1
C 3.144 0.835 -0.322
C 2.618 -0.482 -0.573
C 1.799 -1.075 0.575
C 0.285 -0.890 0.343
C -1.120 0.987 -1.705
C -1.888 1.087 1.411
O 4.052 1.477 -0.711
Si -0.474 0.829 0.131
H 1.962 -0.477 -1.554
H 3.406 -1.174 -0.634
H 1.895 -2.089 0.677
H 2.054 -0.580 1.599
H 0.095 -1.563 -0.490
H -0.147 -1.406 1.137
H -0.146 0.921 -2.311
H -1.825 0.115 -1.871
H -1.630 2.045 -1.959
H -1.715 1.167 2.520
H -2.332 2.040 1.177
H -2.748 0.442 1.378
*
```

Its highest occupied orbital energy (alpha / beta) is -0.273 / -0.266 Eh. The value obtained for the relative energy (zero: lowest compared OMol25 entry of this formula, charge and spin) is 445.4 kJ/mol. Its orbital gap (alpha / beta) is 7.11 / 7.60 eV.

---

[4]
DFT (the ωB97M-V functional and the def2-TZVPD basis) results for a 2-piece molecular cluster, C4H8O4 overall in a non-equilibrium geometry.

Structure (ORCA input):
```
! RIJCOSX wB97M-V def2-TZVPD def2/J DEFGRID3
* xyz 0 1
C 6.555 -4.889 -9.781
O 5.427 -3.986 -9.729
C 4.592 -4.027 -10.728
O 3.807 -3.103 -11.029
H 7.274 -4.522 -10.533
H 6.230 -5.902 -10.071
H 7.067 -4.949 -8.806
H 4.733 -5.014 -11.212
C 8.125 -7.530 -11.019
O 8.016 -6.258 -11.534
C 9.013 -5.411 -11.712
O 10.166 -5.688 -11.455
H 8.538 -8.212 -11.782
H 7.136 -7.908 -10.709
H 8.795 -7.536 -10.143
H 8.634 -4.497 -12.211
*
```

Its highest occupied orbital energy is -0.391 Eh. The value obtained for the relative energy (zero: lowest compared OMol25 entry of this formula, charge and spin) is 290.3 kJ/mol. Its orbital gap is 11.15 eV. Its SMILES is COC=O.COC=O.